Entry 1:
A 9-piece molecular cluster, C38H61F3O26 overall in a non-equilibrium geometry, computed with ωB97M-V with the def2-TZVPD basis set.

- F_max (hartree/bohr) = 0.1025
- DFT total energy (eV) = -101771.283
- highest occupied orbital energy (spin up / spin down) (eV) = -12.3 / -12.3
- gap between HOMO and LUMO (spin up / spin down) (hartree) = 0.3568 / 0.1188
- molecular weight (g mol⁻¹) = 990.87
- expectation value of S² = 0.754
- spin multiplicity = 2
- LUMO (spin up / spin down) (eV) = -2.6 / -9.1
- total charge = +1

Element x y z (Å)
1 C -1.052 7.532 -1.628
2 O -1.124 6.343 -0.860
3 C -1.436 6.686 0.480
4 C -1.296 5.381 1.388
5 O 0.041 4.875 1.439
6 C 0.094 3.557 2.046
7 C -0.675 2.423 1.192
8 O -0.031 2.096 -0.024
9 C -0.788 1.300 -0.901
10 H -0.796 7.396 -2.679
11 H -0.165 8.109 -1.366
12 H -2.002 8.061 -1.550
13 H -2.464 7.047 0.530
14 H -0.933 7.558 0.898
15 H -1.936 4.668 0.869
16 H -1.657 5.687 2.369
17 H -0.280 3.628 3.067
18 H 1.159 3.324 2.070
19 H -1.722 2.701 1.070
20 H -0.724 1.529 1.813
21 H -1.692 1.846 -1.171
22 H -1.016 0.310 -0.507
23 H -0.237 1.172 -1.833
24 C -5.103 8.772 -7.261
25 C -5.272 7.379 -6.725
26 O -4.077 6.636 -6.851
27 C -4.042 5.334 -6.359
28 O -4.994 4.756 -5.854
29 C -2.608 4.668 -6.676
30 F -1.819 5.516 -7.198
31 F -1.997 4.214 -5.571
32 F -2.719 3.584 -7.516
33 H -4.982 8.748 -8.344
34 H -4.193 9.269 -6.922
35 H -5.973 9.389 -7.037
36 H -6.138 6.808 -7.061
37 H -5.467 7.460 -5.656
38 C -4.844 3.864 -1.162
39 C -4.265 5.222 -1.551
40 C -4.562 5.757 -2.932
41 O -4.630 7.117 -2.841
42 C -5.000 7.419 -1.558
43 O -5.243 8.533 -1.139
44 O -4.865 6.294 -0.812
45 H -4.876 3.739 -0.080
46 H -4.283 2.970 -1.435
47 H -5.876 3.823 -1.508
48 H -3.186 5.212 -1.400
49 H -5.463 5.330 -3.371
50 H -3.703 5.490 -3.547
51 C -5.816 9.993 2.171
52 C -6.609 8.810 1.634
53 C -7.410 8.070 2.603
54 O -8.692 7.985 1.991
55 C -8.743 8.816 0.961
56 O -9.767 9.156 0.436
57 O -7.554 9.338 0.721
58 H -6.374 10.647 2.841
59 H -5.379 10.585 1.366
60 H -4.984 9.695 2.809
61 H -5.980 8.099 1.098
62 H -7.534 8.563 3.568
63 H -6.999 7.089 2.841
64 C -6.448 -0.023 -6.124
65 C -5.752 1.268 -5.811
66 C -6.165 2.078 -4.561
67 O -4.966 2.599 -4.041
68 C -3.946 1.827 -4.515
69 O -2.725 1.895 -4.178
70 O -4.414 1.003 -5.526
71 H -6.263 -0.705 -5.293
72 H -6.127 -0.384 -7.101
73 H -7.528 0.104 -6.191
74 H -5.790 1.968 -6.646
75 H -6.621 1.499 -3.757
76 H -6.831 2.801 -5.032
77 C -2.783 12.452 -2.694
78 C -3.641 11.821 -3.798
79 C -4.725 10.882 -3.201
80 O -5.926 11.451 -3.668
81 C -5.679 12.544 -4.391
82 O -6.477 13.263 -4.966
83 O -4.356 12.816 -4.396
84 H -3.477 12.865 -1.962
85 H -2.160 13.238 -3.119
86 H -2.119 11.737 -2.208
87 H -3.076 11.214 -4.506
88 H -4.643 10.889 -2.114
89 H -4.618 9.820 -3.422
90 C -6.064 1.535 1.374
91 C -6.015 1.224 2.908
92 C -7.324 1.319 3.674
93 O -7.528 -0.001 4.262
94 C -6.502 -0.759 3.969
95 O -6.355 -1.902 4.350
96 O -5.638 -0.152 3.125
97 H -6.821 0.984 0.817
98 H -5.146 1.149 0.930
99 H -6.212 2.608 1.250
100 H -5.276 1.872 3.381
101 H -8.070 1.630 2.942
102 H -7.338 2.089 4.446
103 C -8.177 8.673 -3.049
104 C -8.746 7.277 -3.383
105 C -7.891 6.402 -4.263
106 O -7.859 5.138 -3.533
107 C -8.435 5.260 -2.352
108 O -8.506 4.335 -1.535
109 O -8.999 6.500 -2.232
110 H -8.310 9.412 -3.840
111 H -7.092 8.636 -2.953
112 H -8.619 9.121 -2.159
113 H -9.721 7.392 -3.858
114 H -6.862 6.750 -4.355
115 H -8.335 6.422 -5.258
116 C -4.920 5.038 7.017
117 C -5.584 5.374 5.651
118 C -5.136 6.685 4.969
119 O -4.769 6.271 3.662
120 C -4.689 4.983 3.561
121 O -4.481 4.348 2.533
122 O -5.072 4.440 4.728
123 H -5.056 5.907 7.660
124 H -3.852 4.828 6.955
125 H -5.218 4.090 7.464
126 H -6.673 5.360 5.695
127 H -4.281 7.136 5.473
128 H -5.933 7.418 5.097

***

Entry 2:
A 2-piece molecular cluster, C6H13O2 overall in a non-equilibrium geometry, computed with ωB97M-V with the def2-TZVPD basis set.

- F_max (hartree/bohr) = 0.0740
- DFT total energy (eV) = -10523.073
- highest occupied orbital energy (spin up / spin down) (eV) = -9.7 / -9.7
- gap between HOMO and LUMO (spin up / spin down) (hartree) = 0.3923 / 0.2844
- molecular weight (g mol⁻¹) = 117.17
- expectation value of S² = 0.754
- energy above the lowest of the compared OMol25 structures with the same formula, charge and spin (kcal per mole) = 66.3
- spin multiplicity = 2
- LUMO (spin up / spin down) (eV) = 1.0 / -2.0

Element x y z (Å)
1 C -1.971 -0.654 -0.835
2 O -3.025 -0.222 -0.080
3 C -0.706 -1.275 -0.196
4 C 0.113 -0.222 0.627
5 C 1.643 -0.734 0.629
6 C 3.404 0.588 -0.189
7 C 2.623 0.442 0.874
8 H -1.783 0.279 -1.400
9 H -2.409 -1.290 -1.657
10 H -1.231 -1.990 0.530
11 H -0.105 -1.897 -0.848
12 H 0.054 0.968 0.438
13 H -0.174 -0.092 1.713
14 H 1.839 -1.511 1.294
15 H 1.813 -1.100 -0.456
16 H 3.348 -0.131 -1.014
17 H 3.872 1.534 -0.298
18 H 2.603 0.936 1.867
19 H -2.814 1.478 -0.433
20 H -3.857 2.512 0.074
21 O -3.236 2.382 -0.639

***

Entry 3:
One molecule with the formula C24H29N3O2, computed with ωB97M-V with the def2-TZVPD basis set.

- F_max (hartree/bohr) = 0.0126
- DFT total energy (eV) = -33925.356
- highest occupied orbital energy (eV) = -7.6
- gap between HOMO and LUMO (hartree) = 0.3012
- molecular weight (g mol⁻¹) = 391.51
- energy above the lowest of the compared OMol25 structures with the same formula, charge and spin (kcal per mole) = 13.2
- spin multiplicity = 1
- LUMO (eV) = 0.6
- structure (SMILES) = CCN(CC)CCCN/C=C1\C(=O)N(c2cccc(C)c2)C(=O)c2ccccc21

Element x y z (Å)
1 C -4.980 -1.128 -1.024
2 H -4.752 -1.944 -0.344
3 H -4.206 -1.088 -1.787
4 H -5.930 -1.340 -1.509
5 C -5.066 0.203 -0.283
6 N -3.824 0.515 0.420
7 C -3.619 1.954 0.529
8 C -3.176 2.581 -0.806
9 H -3.836 3.412 -1.059
10 H -3.259 1.843 -1.604
11 C -1.752 3.132 -0.781
12 N -0.710 2.141 -0.688
13 C -0.837 0.828 -0.648
14 C 0.239 -0.045 -0.590
15 C 1.577 0.501 -0.541
16 N 2.634 -0.385 -0.432
17 C 2.536 -1.766 -0.348
18 O 3.533 -2.452 -0.233
19 C 1.180 -2.312 -0.429
20 C 1.042 -3.700 -0.385
21 C -0.199 -4.285 -0.474
22 C -1.319 -3.473 -0.617
23 C -1.197 -2.102 -0.662
24 C 0.056 -1.479 -0.560
25 H -2.089 -1.510 -0.779
26 H -2.300 -3.921 -0.698
27 H -0.305 -5.359 -0.439
28 H 1.940 -4.290 -0.282
29 C 3.951 0.175 -0.394
30 C 4.707 0.063 0.759
31 C 5.994 0.583 0.808
32 C 6.497 1.227 -0.314
33 C 5.736 1.343 -1.464
34 C 4.460 0.813 -1.514
35 H 3.860 0.893 -2.407
36 H 6.141 1.845 -2.330
37 H 7.496 1.640 -0.290
38 C 6.807 0.445 2.059
39 H 7.803 0.859 1.926
40 H 6.322 0.965 2.885
41 H 6.898 -0.605 2.334
42 H 4.295 -0.443 1.620
43 O 1.825 1.712 -0.571
44 H 0.269 2.460 -0.670
45 H -1.845 0.438 -0.629
46 H -1.582 3.711 -1.698
47 H -1.643 3.824 0.064
48 H -4.534 2.451 0.893
49 H -2.841 2.125 1.274
50 C -3.782 -0.134 1.727
51 C -2.368 -0.310 2.269
52 H -2.416 -0.808 3.235
53 H -1.862 0.642 2.406
54 H -1.775 -0.920 1.595
55 H -4.393 0.425 2.458
56 H -4.226 -1.125 1.619
57 H -5.918 0.185 0.415
58 H -5.259 0.992 -1.012

***

Entry 4:
A 7-piece molecular cluster, C33H59FN9O4P2S overall in a non-equilibrium geometry, computed with ωB97M-V with the def2-TZVPD basis set.

- F_max (hartree/bohr) = 0.0970
- DFT total energy (eV) = -88896.776
- highest occupied orbital energy (eV) = -11.4
- gap between HOMO and LUMO (hartree) = 0.2444
- molecular weight (g mol⁻¹) = 758.91
- spin multiplicity = 1
- LUMO (eV) = -4.8
- total charge = +1

Element x y z (Å)
1 N 1.780 -2.310 2.127
2 C 0.626 -2.848 1.297
3 C 0.349 -2.028 -0.051
4 O 1.428 -1.046 -0.191
5 C -1.115 -1.417 -0.242
6 N -1.969 -1.340 0.977
7 C -2.796 -2.376 1.222
8 C -3.599 -2.108 2.581
9 C -2.455 -1.183 3.289
10 C -3.141 -0.517 4.564
11 O -4.280 0.012 4.438
12 N -2.564 -0.513 5.929
13 C -1.113 -0.311 5.915
14 O -0.253 -1.145 5.606
15 F -0.662 0.996 6.274
16 C -2.095 -0.234 2.010
17 P -3.608 0.756 1.332
18 O -3.311 1.463 -0.004
19 P -0.545 0.856 2.320
20 S -0.661 2.627 1.529
21 H 1.933 -3.071 2.824
22 H 1.348 -1.558 2.706
23 H 0.957 -3.917 1.004
24 H -0.255 -2.963 2.012
25 H 0.518 -2.763 -0.928
26 H 1.077 -0.211 -0.571
27 H -1.040 -0.366 -0.696
28 H -1.679 -2.053 -1.020
29 H -2.796 -3.282 0.514
30 H -3.498 -3.073 3.188
31 H -4.656 -1.693 2.544
32 H -1.449 -1.713 3.455
33 H -2.806 -1.401 6.408
34 H -4.744 -0.102 1.094
35 H -4.027 1.661 2.386
36 H -0.303 1.053 3.740
37 H 0.657 0.246 1.812
38 C -0.286 3.111 -4.220
39 C 0.871 2.744 -3.297
40 C 1.422 1.339 -3.556
41 C 0.344 0.318 -3.334
42 N -0.505 -0.486 -3.159
43 H -1.144 2.448 -4.075
44 H -0.625 4.129 -4.016
45 H 0.017 3.056 -5.270
46 H 0.533 2.824 -2.258
47 H 1.676 3.472 -3.430
48 H 2.255 1.131 -2.879
49 H 1.789 1.254 -4.582
50 C 3.117 0.243 -9.170
51 C 2.542 -0.508 -7.972
52 C 1.199 0.058 -7.503
53 C 1.366 1.491 -7.084
54 N 1.499 2.617 -6.754
55 H 3.326 1.281 -8.930
56 H 4.057 -0.212 -9.487
57 H 2.424 0.218 -10.017
58 H 3.266 -0.473 -7.151
59 H 2.410 -1.560 -8.241
60 H 0.823 -0.519 -6.654
61 H 0.458 0.004 -8.305
62 C 1.897 -6.403 4.964
63 C 1.823 -5.134 5.806
64 C 0.425 -4.879 6.377
65 C -0.558 -4.720 5.253
66 N -1.330 -4.590 4.367
67 H 1.248 -6.343 4.086
68 H 2.916 -6.560 4.603
69 H 1.605 -7.280 5.549
70 H 2.134 -4.282 5.192
71 H 2.536 -5.212 6.631
72 H 0.426 -3.968 6.981
73 H 0.111 -5.708 7.017
74 C -0.301 -3.804 10.209
75 C -1.817 -3.682 10.267
76 C -2.507 -5.015 10.582
77 C -2.192 -6.036 9.510
78 N -1.945 -6.834 8.666
79 H 0.012 -4.481 9.409
80 H 0.153 -2.830 10.008
81 H 0.103 -4.177 11.154
82 H -2.181 -3.295 9.309
83 H -2.085 -2.948 11.032
84 H -3.590 -4.875 10.628
85 H -2.173 -5.400 11.550
86 C 5.963 5.480 -9.073
87 C 4.443 5.596 -9.033
88 C 3.754 4.272 -8.693
89 C 4.088 3.240 -9.731
90 N 4.351 2.429 -10.548
91 H 6.294 4.789 -9.852
92 H 6.412 6.452 -9.291
93 H 6.355 5.131 -8.113
94 H 4.089 5.959 -10.003
95 H 4.163 6.346 -8.288
96 H 2.670 4.409 -8.663
97 H 4.076 3.912 -7.712
98 C -2.862 6.547 -2.911
99 C -3.554 5.671 -1.872
100 C -2.827 5.659 -0.525
101 C -1.437 5.120 -0.699
102 N -0.345 4.693 -0.838
103 H -1.858 6.182 -3.143
104 H -3.430 6.548 -3.845
105 H -2.781 7.581 -2.561
106 H -3.628 4.650 -2.262
107 H -4.575 6.034 -1.723
108 H -3.367 5.030 0.187
109 H -2.770 6.669 -0.110

***

Entry 5:
C4H6LaNO as an isolated structure in a non-equilibrium geometry, computed with ωB97M-V with the def2-TZVPD basis set.

- F_max (hartree/bohr) = 0.0933
- DFT total energy (eV) = -8615.617
- highest occupied orbital energy (eV) = -16.5
- gap between HOMO and LUMO (hartree) = 0.2167
- molecular weight (g mol⁻¹) = 223.00
- spin multiplicity = 1
- LUMO (eV) = -10.6
- total charge = +2

Element x y z (Å)
1 C -0.637 -2.306 -1.755
2 C 0.215 -1.518 -1.223
3 N 0.964 -0.845 -0.519
4 O 0.875 0.537 -0.668
5 C 0.076 1.130 0.378
6 C 0.884 1.416 1.635
7 H -1.360 -2.802 -2.336
8 H -0.786 0.486 0.603
9 H -0.324 2.052 -0.040
10 H 1.490 2.304 1.466
11 H 1.551 0.586 1.865
12 H 0.219 1.608 2.475
13 La -3.166 -2.648 -1.880